# 1
A 3-piece molecular cluster, C19H45BrO10P2 overall. Source: the Open Molecules 2025 dataset; level of theory: wB97M-V/def2-TZVPD.

```
77
C19H45BrO10P2 | the Open Molecules 2025 dataset | wB97M-V/def2-TZVPD
C 2.254 4.840 -1.955
C 0.907 5.388 -1.522
O 1.020 6.215 -0.366
P 1.674 7.712 -0.525
O 0.635 8.415 -1.350
O 1.284 8.371 0.935
C 0.827 9.723 1.017
C -0.661 9.750 1.299
O 3.156 7.256 0.038
C 3.466 6.995 1.409
C 2.848 5.725 1.953
H 2.918 5.646 -2.281
H 2.137 4.137 -2.781
H 2.749 4.333 -1.127
H 0.435 5.944 -2.337
H 0.242 4.565 -1.258
H 1.064 10.275 0.108
H 1.368 10.199 1.837
H -1.214 9.155 0.573
H -1.043 10.772 1.278
H -0.867 9.322 2.282
H 3.238 7.852 2.039
H 4.553 6.886 1.439
H 1.772 5.833 2.090
H 3.284 5.489 2.925
H 3.018 4.885 1.279
C 2.398 -3.874 0.172
C 1.277 -4.775 -0.295
O 0.849 -5.657 0.732
P -0.041 -5.041 1.989
O -1.272 -4.762 1.158
O -0.568 -6.447 2.670
C -1.917 -6.562 3.132
C -2.714 -7.440 2.190
O 1.336 -5.073 2.918
C 1.941 -6.252 3.458
C 2.603 -7.143 2.429
H 2.048 -3.204 0.964
H 2.767 -3.267 -0.655
H 3.226 -4.451 0.583
H 0.430 -4.182 -0.654
H 1.620 -5.394 -1.125
H -2.382 -5.582 3.244
H -1.883 -7.020 4.124
H -2.643 -7.085 1.162
H -3.766 -7.468 2.479
H -2.323 -8.459 2.201
H 1.241 -6.810 4.076
H 2.713 -5.887 4.140
H 1.866 -7.658 1.815
H 3.205 -7.902 2.933
H 3.247 -6.566 1.767
C -3.030 -2.628 -6.122
O -2.779 -2.140 -4.805
C -3.951 -2.001 -4.020
C -3.560 -2.346 -2.573
O -2.783 -1.302 -1.996
C -2.598 -1.652 -0.618
C -1.635 -0.700 0.120
C -0.365 -0.290 -0.683
C 0.094 1.107 -0.114
Br 2.015 1.278 0.194
H -2.535 -3.606 -6.233
H -4.104 -2.687 -6.335
H -2.543 -1.947 -6.837
H -4.302 -0.957 -4.062
H -4.743 -2.718 -4.294
H -4.437 -2.581 -1.946
H -2.910 -3.238 -2.647
H -2.256 -2.701 -0.586
H -3.594 -1.558 -0.146
H -2.184 0.223 0.348
H -1.284 -1.228 1.017
H -0.574 -0.185 -1.753
H 0.453 -1.011 -0.550
H -0.295 1.872 -0.797
H -0.423 1.275 0.837
```

Properties
LUMO energy ... -0.05156 hartree
SMILES string ... CCOP(=O)(OCC)OCC.CCOP(=O)(OCC)OCC.COCCOCCCCBr
Gap between HOMO and LUMO ... 8.23 eV
Strongest force on any atom ... 0.17354 Eh/bohr
HOMO energy ... -9.630 eV
E ... -129526.2277 eV
M ... 575.41 g mol⁻¹

***

# 2
An isolated molecule of C3H5NO2. Source: the Open Molecules 2025 dataset; level of theory: wB97M-V/def2-TZVPD.

```
11
C3H5NO2 | the Open Molecules 2025 dataset | wB97M-V/def2-TZVPD
H 2.152 1.334 0.066
N 1.235 0.893 0.101
C 1.280 -0.058 -0.731
O 0.198 -0.819 -1.003
C -0.728 -0.812 0.101
C -1.405 0.531 0.335
O -1.988 0.775 1.362
H 2.294 -0.421 -0.621
H -0.202 -1.091 1.023
H -1.475 -1.579 -0.124
H -1.362 1.247 -0.508
```

Properties
LUMO energy ... 0.03040 hartree
SMILES string ... [H]/N=C/OCC=O
Gap between HOMO and LUMO ... 10.66 eV
Strongest force on any atom ... 0.05407 Eh/bohr
HOMO energy ... -9.832 eV
E ... -8775.0095 eV
M ... 87.08 g mol⁻¹

***

# 3
An isolated ion of composition C6H12N and charge +2. Source: the Open Molecules 2025 dataset; level of theory: wB97M-V/def2-TZVPD.

```
19
C6H12N | the Open Molecules 2025 dataset | wB97M-V/def2-TZVPD
C 1.776 -0.202 -0.475
C 0.431 -0.910 -0.981
C -0.705 -0.415 0.014
C -1.966 0.211 -0.526
C -1.132 0.217 2.020
C -0.293 -0.657 1.353
N 1.986 1.193 -0.812
H 1.895 -0.340 0.663
H 2.654 -0.761 -0.909
H 0.318 -0.394 -2.084
H 0.623 -2.000 -1.021
H -2.894 0.024 0.039
H -1.917 1.288 -0.731
H -1.098 1.281 1.922
H -2.147 -0.062 2.210
H 0.120 -1.486 1.900
H 1.620 1.853 -0.164
H -2.320 -0.265 -1.508
H 3.050 1.425 -0.911
```

Properties
LUMO energy (spin up / spin down) ... -0.49197 / -0.48827 hartree
Gap between HOMO and LUMO (spin up / spin down) ... 4.04 / 4.83 eV
⟨S²⟩ ... 0.911
Charge ... +2
Strongest force on any atom ... 0.08494 Eh/bohr
2S+1 ... 2
HOMO energy (spin up / spin down) ... -17.424 / -18.119 eV
E ... -7879.9402 eV
M ... 98.17 g mol⁻¹

***

# 4
C40H32N10O2Sc as an isolated structure. Source: the Open Molecules 2025 dataset; level of theory: wB97M-V/def2-TZVPD.

```
85
C40H32N10O2Sc | the Open Molecules 2025 dataset | wB97M-V/def2-TZVPD
Sc 1.015 -1.577 -0.757
C 5.517 -0.464 -1.268
C 4.131 -0.478 -1.400
N 3.359 -1.514 -1.079
C 3.995 -2.667 -0.723
C 5.401 -2.753 -0.587
C 6.159 -1.590 -0.810
C 6.009 -4.005 -0.285
C 5.263 -5.134 -0.208
C 3.849 -5.096 -0.383
C 3.067 -6.265 -0.392
C 1.715 -6.149 -0.609
C 1.146 -4.880 -0.754
N 1.844 -3.745 -0.704
C 3.198 -3.854 -0.573
H 6.066 0.424 -1.531
H 3.637 0.397 -1.801
H 7.228 -1.598 -0.668
H 7.081 -4.032 -0.167
H 5.732 -6.088 -0.035
H 3.543 -7.226 -0.249
H 1.087 -7.025 -0.664
H 0.077 -4.796 -0.923
C 2.751 4.107 -1.434
N 2.282 2.814 -0.990
C 1.595 1.869 -1.639
N 1.435 0.797 -0.849
C 2.064 1.186 0.307
N 2.570 2.381 0.231
C 1.760 5.234 -1.216
C 1.851 6.380 -2.002
C 1.017 7.459 -1.759
C 0.072 7.408 -0.750
C -0.059 6.240 -0.005
C 0.797 5.162 -0.228
C -1.109 6.086 0.975
N -1.781 6.983 1.637
N -2.663 6.367 2.386
C -2.543 5.087 2.184
O -1.553 4.846 1.291
C -3.254 3.976 2.769
C -3.855 4.074 4.022
C -4.430 2.949 4.584
C -4.429 1.739 3.906
C -3.872 1.650 2.635
C -3.949 0.345 1.863
N -2.734 0.049 1.140
C -1.628 -0.620 1.472
N -0.768 -0.616 0.445
C -1.441 0.116 -0.505
N -2.609 0.510 -0.098
C -3.286 2.770 2.068
H 3.019 4.045 -2.491
H 3.655 4.325 -0.854
H 1.247 1.969 -2.649
H 2.137 0.586 1.200
H 2.588 6.442 -2.787
H 1.099 8.341 -2.370
H -0.574 8.246 -0.546
H 0.702 4.285 0.398
H -3.860 5.018 4.540
H -4.874 3.004 5.565
H -4.884 0.870 4.360
H -4.731 0.435 1.099
H -4.191 -0.482 2.532
H -1.456 -1.079 2.426
H -1.063 0.371 -1.486
H -2.867 2.728 1.073
C -2.505 -2.368 -3.125
C -1.818 -2.792 -1.874
O -0.641 -2.391 -1.667
C -2.503 -3.666 -0.929
C -1.928 -3.952 0.328
C -2.502 -4.876 1.174
C -3.686 -5.510 0.812
C -4.309 -5.188 -0.387
C -3.723 -4.286 -1.256
H -1.869 -1.670 -3.669
H -3.465 -1.902 -2.908
H -2.712 -3.228 -3.764
H -1.027 -3.418 0.638
H -2.043 -5.112 2.123
H -4.120 -6.247 1.469
H -5.248 -5.654 -0.643
H -4.199 -4.083 -2.202
```

Properties
LUMO energy ... -0.36274 hartree
Gap between HOMO and LUMO ... 4.12 eV
Charge ... +3
Strongest force on any atom ... 0.05586 Eh/bohr
HOMO energy ... -13.995 eV
E ... -81675.2734 eV
M ... 729.72 g mol⁻¹

***

# 5
A 21-piece molecular cluster, C13H55BFN5O25 overall. Source: the Open Molecules 2025 dataset; level of theory: wB97M-V/def2-TZVPD.

```
100
C13H55BFN5O25 | the Open Molecules 2025 dataset | wB97M-V/def2-TZVPD
C 1.880 1.293 1.198
C 0.553 0.990 0.449
C 0.228 -0.342 -0.156
C 1.320 -1.465 -0.012
C 2.306 -1.345 -1.302
N 2.194 -2.505 -2.208
N 1.977 -0.139 -2.077
N 3.720 -1.209 -0.838
C -1.052 -0.602 -0.868
C -1.391 -2.026 -1.513
B -2.753 -2.698 -0.891
O -3.035 -2.772 0.506
O -3.691 -3.213 -1.840
C -2.065 0.556 -1.022
O -3.319 0.432 -1.680
C -3.125 0.718 -3.007
N -3.251 1.218 -4.036
C -1.692 1.836 -0.457
C -0.421 2.078 0.290
C -0.315 3.527 0.815
O 0.547 4.026 1.484
N -1.526 4.118 0.275
F -2.152 4.950 1.185
C -2.404 3.208 -0.444
O -3.455 3.492 -0.955
H 1.780 2.036 2.030
H 2.603 1.753 0.454
H 2.397 0.378 1.596
H 1.886 -1.377 0.953
H 0.834 -2.484 0.010
H 2.882 -3.217 -1.939
H 2.505 -2.191 -3.133
H 1.466 -0.342 -2.935
H 2.783 0.465 -2.232
H 3.877 -0.270 -0.461
H 3.922 -1.879 -0.097
H -0.543 -2.773 -1.384
H -1.514 -1.890 -2.643
H -3.668 -2.067 0.748
H -3.575 -2.648 -2.631
O 0.053 7.023 2.942
H -0.044 6.356 2.249
H -0.512 6.704 3.654
O -2.462 -0.358 1.889
H -2.343 0.590 2.033
H -2.435 -0.728 2.780
O 4.702 -0.778 1.590
H 4.822 0.176 1.705
H 4.713 -1.125 2.492
O -5.779 -4.881 -3.277
H -5.388 -4.226 -2.684
H -5.031 -5.206 -3.791
O 0.055 -4.739 -1.867
H 0.719 -5.254 -1.393
H -0.087 -5.237 -2.680
O -2.352 -1.890 -4.683
H -2.037 -1.709 -5.577
H -3.040 -2.555 -4.809
O -3.033 2.286 3.307
H -3.850 2.454 3.792
H -2.983 3.014 2.676
O -0.796 -1.798 4.114
H -0.865 -2.464 3.420
H -1.364 -2.131 4.818
O -4.912 6.222 -1.972
H -4.536 5.427 -1.571
H -5.282 6.708 -1.226
O 2.394 -3.863 -4.518
H 1.784 -4.064 -5.237
H 3.095 -4.519 -4.615
O 0.216 -4.695 1.154
H -0.399 -4.890 0.434
H 0.925 -5.338 1.039
O 6.874 -1.985 0.233
H 6.206 -1.626 0.840
H 7.560 -2.331 0.815
O -6.661 -4.167 -6.188
H -6.550 -3.221 -6.045
H -6.625 -4.544 -5.299
O -0.181 1.721 -5.189
H -1.002 1.923 -4.721
H -0.114 2.417 -5.852
O 0.635 -4.419 4.314
H -0.227 -4.426 4.742
H 0.429 -4.488 3.374
O 5.074 2.104 2.999
H 5.194 3.054 3.112
H 5.085 1.758 3.902
O 6.493 1.528 5.975
H 6.875 2.197 6.555
H 7.250 1.180 5.491
O 1.464 5.085 5.058
H 0.610 5.094 5.504
H 1.240 5.020 4.122
O 4.186 3.165 -0.046
H 4.311 4.112 0.086
H 4.213 2.798 0.847
O -4.834 5.257 2.577
H -4.125 5.278 1.923
H -4.404 5.524 3.398
```

Properties
LUMO energy ... -0.03340 hartree
Gap between HOMO and LUMO ... 7.71 eV
Strongest force on any atom ... 0.08730 Eh/bohr
HOMO energy ... -8.619 eV
E ... -76402.8930 eV
M ... 711.40 g mol⁻¹

***

# 6
An isolated molecule of C5H11N3O. Source: the Open Molecules 2025 dataset; level of theory: wB97M-V/def2-TZVPD.

```
20
C5H11N3O | the Open Molecules 2025 dataset | wB97M-V/def2-TZVPD
C -1.109 -0.174 2.169
C -0.174 -0.121 0.932
C 1.166 -0.020 0.942
N 1.641 0.262 -0.408
C 1.813 1.656 -0.610
N 0.707 -0.362 -1.263
N -0.639 -0.135 -0.371
C -1.655 -1.019 -0.891
O -1.046 -2.236 -1.216
H -1.679 0.635 1.890
H -0.332 -0.040 3.036
H -1.610 -1.071 2.220
H 1.805 0.071 1.837
H 2.153 1.869 -1.645
H 0.810 2.180 -0.491
H 2.643 2.195 -0.030
H 0.501 0.198 -2.152
H -2.092 -0.550 -1.913
H -2.418 -1.213 -0.054
H -0.484 -2.125 -1.981
```

Properties
LUMO energy ... 0.03211 hartree
SMILES string ... CC1=CN(C)NN1CO
Gap between HOMO and LUMO ... 8.12 eV
Strongest force on any atom ... 0.10935 Eh/bohr
HOMO energy ... -7.247 eV
E ... -11876.5792 eV
M ... 129.16 g mol⁻¹

***

# 7
C2HI5O2S as an isolated structure. Source: the Open Molecules 2025 dataset; level of theory: wB97M-V/def2-TZVPD.

```
11
C2HI5O2S | the Open Molecules 2025 dataset | wB97M-V/def2-TZVPD
C 1.338 0.961 0.765
C 1.337 0.589 -0.507
O -2.137 1.080 0.503
O -1.095 -0.670 -0.912
S -2.263 -0.276 0.081
I 1.276 2.934 1.441
I -1.429 -1.644 2.013
I 0.963 -1.441 -0.994
I 1.136 1.919 -2.121
I -0.511 -3.681 -1.827
H 1.385 0.229 1.558
```

Properties
LUMO energy (spin up / spin down) ... -0.12102 / -0.12105 hartree
Gap between HOMO and LUMO (spin up / spin down) ... 6.02 / 6.02 eV
Strongest force on any atom ... 0.03388 Eh/bohr
HOMO energy (spin up / spin down) ... -9.315 / -9.314 eV
E ... -57519.6880 eV
M ... 723.62 g mol⁻¹

***

# 8
An isolated molecule of C3H5NO2. Source: the Open Molecules 2025 dataset; level of theory: wB97M-V/def2-TZVPD.

```
11
C3H5NO2 | the Open Molecules 2025 dataset | wB97M-V/def2-TZVPD
H -2.721 -0.214 0.468
N -1.777 0.046 0.200
C -1.010 -0.003 1.200
O 0.295 0.317 1.130
C 0.764 0.735 -0.134
C 1.122 -0.411 -1.028
O 0.931 1.897 -0.344
H -1.264 -0.284 2.220
H 2.003 -0.909 -0.610
H 0.302 -1.131 -1.075
H 1.355 -0.043 -2.027
```

Properties
LUMO energy ... 0.03187 hartree
SMILES string ... [H]/N=C/OC(C)=O
Gap between HOMO and LUMO ... 11.52 eV
Strongest force on any atom ... 0.01341 Eh/bohr
HOMO energy ... -10.649 eV
E ... -8776.8203 eV
M ... 87.08 g mol⁻¹

***

# 9
An isolated molecule of C6H11F3N2. Source: the Open Molecules 2025 dataset; level of theory: wB97M-V/def2-TZVPD.

```
22
C6H11F3N2 | the Open Molecules 2025 dataset | wB97M-V/def2-TZVPD
C 0.657 3.002 0.843
C 0.984 1.839 0.032
C 1.206 0.619 0.875
C 0.067 -0.371 0.906
C 0.131 -1.202 -0.413
C -1.249 -1.867 -0.853
N -2.336 -1.110 -0.780
F -3.505 -1.524 -1.452
N -1.236 -3.128 -1.509
F -0.074 -3.983 -1.501
F -2.406 -3.713 -2.026
H 1.041 3.932 0.361
H 0.971 2.910 1.925
H -0.439 3.085 1.056
H 0.109 1.683 -0.594
H 1.872 2.231 -0.544
H 1.563 0.846 1.989
H 2.053 0.074 0.477
H 0.234 -1.035 1.714
H -0.833 0.161 0.974
H 0.840 -1.943 -0.282
H 0.351 -0.505 -1.196
```

Properties
LUMO energy ... -0.00071 hartree
SMILES string ... CCCCC/C(=N/F)N(F)F
Gap between HOMO and LUMO ... 9.68 eV
Strongest force on any atom ... 0.08154 Eh/bohr
HOMO energy ... -9.702 eV
E ... -17524.7024 eV
M ... 168.16 g mol⁻¹

***

# 10
A 11-piece molecular cluster, C22H66O11S11 overall. Source: the Open Molecules 2025 dataset; level of theory: wB97M-V/def2-TZVPD.

```
110
C22H66O11S11 | the Open Molecules 2025 dataset | wB97M-V/def2-TZVPD
C 0.486 -1.774 0.413
S 1.535 -0.263 -0.152
O 2.106 -0.586 -1.536
C 0.234 0.939 -0.623
H 0.168 -1.769 1.456
H 1.104 -2.662 0.282
H -0.315 -1.904 -0.314
H -0.319 1.355 0.219
H -0.499 0.330 -1.153
H 0.527 1.679 -1.368
C 4.523 -1.616 -6.073
S 5.373 -0.005 -5.654
O 4.968 0.953 -6.777
C 4.424 0.498 -4.110
H 4.852 -1.829 -7.090
H 3.437 -1.540 -6.127
H 5.016 -2.448 -5.569
H 5.057 1.171 -3.533
H 4.227 -0.400 -3.525
H 3.503 1.045 -4.310
C -1.425 1.913 5.267
S -1.677 3.511 4.377
O -3.004 4.093 4.750
C -0.349 4.361 5.307
H -0.993 2.135 6.243
H -0.880 1.148 4.715
H -2.449 1.550 5.345
H -0.192 5.405 5.035
H 0.558 3.769 5.179
H -0.647 4.248 6.349
C -1.028 -4.638 3.473
S -0.371 -5.190 1.850
O 0.729 -6.206 2.094
C -1.833 -6.072 1.155
H -1.009 -5.429 4.222
H -1.996 -4.143 3.394
H -0.225 -3.964 3.772
H -1.551 -6.355 0.141
H -2.808 -5.600 1.027
H -2.113 -6.927 1.770
C -1.174 -4.021 -2.556
S -2.881 -3.778 -3.244
O -3.872 -4.370 -2.281
C -3.004 -2.028 -2.953
H -0.671 -4.961 -2.780
H -1.153 -3.886 -1.474
H -0.502 -3.241 -2.915
H -3.029 -1.957 -1.866
H -3.999 -1.668 -3.214
H -2.228 -1.480 -3.486
C 0.996 -0.983 7.793
S 0.530 -2.453 6.752
O 0.068 -1.980 5.385
C 2.214 -3.175 6.601
H 2.080 -0.870 7.816
H 0.490 -1.051 8.756
H 0.382 -0.258 7.258
H 2.313 -3.924 7.386
H 2.960 -2.383 6.535
H 2.398 -3.627 5.626
C -3.347 2.426 1.573
S -4.382 0.867 1.421
O -3.406 -0.114 0.650
C -4.209 0.469 3.172
H -3.561 3.046 0.703
H -2.276 2.259 1.683
H -3.714 2.995 2.428
H -3.213 0.205 3.529
H -4.788 -0.435 3.357
H -4.622 1.158 3.909
C 3.450 -3.418 2.219
S 4.650 -4.607 1.383
O 5.128 -5.511 2.489
C 3.392 -5.375 0.303
H 2.755 -4.089 2.724
H 3.011 -2.783 1.450
H 3.952 -2.763 2.931
H 2.553 -4.739 0.019
H 2.946 -6.326 0.596
H 3.943 -5.505 -0.629
C 3.173 3.959 -4.701
S 1.829 4.847 -3.775
O 2.439 5.808 -2.761
C 1.214 5.741 -5.263
H 3.781 4.697 -5.225
H 2.986 3.183 -5.442
H 3.863 3.558 -3.958
H 2.006 6.280 -5.782
H 0.547 6.545 -4.952
H 0.586 5.178 -5.954
C -3.180 1.267 -5.379
S -4.813 0.511 -5.476
O -5.552 1.064 -4.324
C -5.440 1.518 -6.913
H -3.073 2.343 -5.245
H -2.753 1.057 -6.360
H -2.573 0.793 -4.608
H -5.504 2.525 -6.501
H -6.434 1.094 -7.055
H -4.917 1.538 -7.869
C 1.223 4.984 -0.342
S -0.138 4.355 0.714
O 0.577 3.356 1.615
C -0.290 5.832 1.827
H 1.208 4.291 -1.183
H 2.128 4.962 0.265
H 0.997 5.993 -0.686
H -1.101 6.517 1.580
H 0.597 6.412 2.082
H -0.711 5.338 2.703
```

Properties
LUMO energy ... 0.00235 hartree
Gap between HOMO and LUMO ... 8.68 eV
Strongest force on any atom ... 0.08285 Eh/bohr
HOMO energy ... -8.614 eV
E ... -165581.7784 eV
M ... 859.50 g mol⁻¹

***

> The highest M belongs to which entry?

C22H66O11S11

***

> What is the E in the fifth record?

-76402.8930 eV